29
Properties=species:S:1:pos:R:3:forces:R:3:lowdin_charge:R:1 method="wB97M-V/def2-TZVPD" gap_ev=6.5 smiles="O=C1C=C(Cl)C(=O)C=C1Cl.C[C@@H]1CCCN1" relative_energy_kj_mol=203.7 homo_energy_ha=-0.309
Cl -1.39478 1.92795 -4.11687 -0.09 0.00 -0.03 0.754
C -0.04754 1.45665 -3.17778 0.79 -0.34 -0.25 -0.580
C 1.12168 1.08891 -3.74978 -1.17 0.40 -0.18 -0.010
C 2.29208 0.64037 -2.97864 1.17 -0.86 -0.04 -0.390
O 3.32205 0.22471 -3.51456 -1.76 0.81 0.87 0.080
C 2.11688 0.72743 -1.48858 -0.75 0.16 -0.29 -0.577
Cl 3.42519 0.16459 -0.53882 0.19 0.18 0.14 0.754
C 0.97743 1.18183 -0.91789 1.45 0.40 0.24 -0.047
C -0.24666 1.42101 -1.68754 -1.76 -0.02 0.56 -0.368
O -1.35795 1.50628 -1.14949 2.16 0.04 -1.17 0.086
H 1.20190 1.08687 -4.83302 0.13 -0.03 0.16 0.124
H 0.95669 1.39300 0.14357 -0.14 0.07 -0.46 0.108
C 0.03496 0.31257 3.25648 0.02 -0.05 0.07 -0.059
C -0.62340 0.07483 1.91329 -0.30 0.50 -0.54 -0.413
C -1.83455 -0.86718 1.99403 0.31 -0.24 0.10 -0.137
C -1.76242 -1.75007 0.73989 -0.14 0.31 -0.29 -0.159
C -0.30538 -1.66930 0.26011 0.32 -0.30 0.17 -0.195
N 0.24757 -0.46601 0.87457 0.16 -1.10 0.41 -0.073
H -0.69692 0.75934 3.93965 0.18 -0.06 -0.05 0.084
H 0.37507 -0.63858 3.68730 0.00 0.19 -0.05 0.084
H 0.88500 0.99708 3.17314 -0.05 -0.09 0.05 0.075
H -0.95772 1.03110 1.48777 -0.22 0.17 0.44 0.122
H -1.73533 -1.49338 2.88772 -0.07 0.10 -0.01 0.109
H -2.76630 -0.30008 2.06832 0.09 -0.18 0.01 0.115
H -2.05166 -2.78332 0.94782 -0.06 0.17 -0.11 0.105
H -2.41835 -1.34501 -0.03687 0.01 -0.15 0.10 0.106
H 0.24801 -2.58272 0.54578 -0.11 0.29 -0.08 0.114
H -0.24018 -1.57465 -0.83121 -0.07 -0.19 0.03 0.102
H 1.23464 -0.52422 1.10162 -0.30 -0.19 0.21 0.087

26
Properties=species:S:1:pos:R:3:forces:R:3:lowdin_charge:R:1 method="wB97M-V/def2-TZVPD" gap_ev=8.6 total_charge=+1 relative_energy_kj_mol=26.0 homo_energy_ha=-0.479
C -4.25460 0.87062 0.18138 0.10 -0.05 -0.04 -0.040
C -4.09093 -0.50536 0.13474 -0.04 0.06 0.05 -0.052
C -3.14817 1.70900 0.12671 -0.05 0.02 0.03 -0.055
C -2.82271 -1.05236 0.07088 0.16 -0.08 -0.09 -0.101
C -1.87544 1.17573 0.05958 0.15 -0.14 -0.05 -0.088
C -1.71251 -0.21067 0.02484 0.35 -0.30 0.22 -0.388
C 1.87326 -0.01632 1.38308 -2.70 -1.13 -1.82 0.133
C 2.77471 -0.02266 0.44852 0.24 0.04 -0.28 -0.387
C 2.49257 -0.44083 -0.97671 -0.23 -0.12 -0.09 -0.199
C 1.00912 -0.40532 -1.37821 -0.14 -0.25 0.35 -0.314
C 4.20594 0.32518 0.76999 -0.06 0.03 0.19 -0.024
P -0.03376 -0.88797 0.05995 2.39 2.63 0.86 0.704
Cl -0.12767 -2.83200 0.09208 -0.02 -0.97 0.12 0.466
H -5.24496 1.29067 0.26877 -0.07 0.05 -0.05 0.118
H -4.94995 -1.15735 0.16401 -0.07 -0.05 0.01 0.118
H -3.28232 2.77923 0.15551 0.02 0.08 0.00 0.117
H -2.70279 -2.12505 0.04515 -0.01 -0.05 0.03 0.077
H -1.01367 1.82554 0.04172 0.10 0.14 0.02 0.109
H 1.71719 0.18833 2.41311 -0.14 0.02 0.48 0.068
H 3.05717 0.20605 -1.64994 0.01 -0.05 0.02 0.127
H 2.88948 -1.45085 -1.10101 0.07 -0.01 -0.05 0.132
H 0.71838 0.60767 -1.65975 -0.12 0.03 0.07 0.098
H 0.82279 -1.06657 -2.22725 -0.09 0.07 0.07 0.098
H 4.64695 0.92194 -0.02321 0.00 0.07 -0.07 0.092
H 4.77937 -0.59505 0.86874 0.07 -0.06 -0.05 0.102
H 4.27259 0.86839 1.70730 0.09 0.03 0.06 0.090

33
Properties=species:S:1:pos:R:3:forces:R:3:lowdin_charge:R:1 method="wB97M-V/def2-TZVPD" gap_ev="6.2 / 6.4" spin_multiplicity=6 total_charge=+2 relative_energy_kj_mol=8.5 homo_energy_ha="-0.556 / -0.558"
O 1.66120 4.84461 -1.86102 -1.43 -3.54 -0.11 0.154
C 1.23227 3.78221 -1.87244 1.37 3.27 0.32 0.046
Dy 0.11326 1.03296 -1.98091 0.61 -0.41 -1.30 1.356
O -2.96322 2.88271 -1.58545 4.20 -2.74 -0.86 0.204
C -1.98372 2.27660 -1.71831 -5.46 3.68 1.96 -0.057
C -1.56453 -0.03326 -3.39067 -3.52 -1.52 -1.91 -0.116
O -2.36295 -0.42193 -4.13014 2.69 1.17 2.07 0.190
C 0.53218 0.48622 -4.36765 -1.06 -0.57 -0.75 -0.347
O 0.69641 0.23381 -5.50137 0.43 0.37 1.83 0.159
C -0.63371 2.50033 -3.87457 -1.45 2.57 -3.83 -0.157
O -1.05389 3.04728 -4.79918 1.41 -1.88 3.01 0.217
H 1.36416 0.45409 -3.45498 2.21 -0.20 -0.78 0.004
C 0.42411 1.63356 1.55653 -0.15 0.03 -0.20 -0.009
N 0.29009 0.21547 1.87742 0.12 0.53 -0.92 -0.062
C 0.53357 -0.20693 3.24672 0.33 -0.11 0.46 -0.122
C -0.18159 -1.50699 3.48521 -0.59 -0.09 0.56 -0.140
C 0.22836 -2.53499 2.47132 0.33 -0.29 0.41 -0.125
N 0.12061 -1.98201 1.13094 0.15 0.54 -0.73 -0.054
C 0.14828 -2.94358 0.03750 -0.14 -0.52 -0.28 0.012
C 0.15508 -0.67348 0.88709 0.02 -0.75 0.47 -0.380
O 0.06330 -0.25510 -0.34681 0.08 0.26 0.56 -0.255
H 0.51027 2.18986 2.49891 -0.02 -0.12 -0.43 0.116
H -0.47668 1.98952 1.02211 0.29 -0.01 0.27 0.086
H 1.32550 1.83527 0.94543 -0.23 -0.06 0.30 0.096
H 1.61685 -0.32812 3.42505 -0.32 0.20 -0.06 0.154
H 0.14263 0.57469 3.90106 0.15 -0.12 0.00 0.139
H -1.26708 -1.35068 3.42720 0.19 0.02 0.07 0.140
H 0.04487 -1.87188 4.48844 -0.05 0.02 -0.07 0.141
H -0.42856 -3.40620 2.53296 0.13 0.05 -0.09 0.144
H 1.26216 -2.86637 2.65738 -0.25 0.00 -0.19 0.151
H 1.10193 -3.49639 0.03177 -0.30 0.25 0.05 0.119
H -0.66836 -3.66672 0.18002 0.26 0.24 -0.10 0.115
H 0.01720 -2.43455 -0.91957 0.03 -0.26 0.28 0.080

28
Properties=species:S:1:pos:R:3:forces:R:3:lowdin_charge:R:1 method="wB97M-V/def2-TZVPD" gap_ev="6.3 / 7.6" spin_multiplicity=3 relative_energy_kj_mol=19.8 homo_energy_ha="-0.270 / -0.337"
C -2.23650 1.47928 2.99052 -0.78 -2.10 -0.64 -0.108
C -0.98934 0.94126 3.14210 0.95 1.68 1.35 -0.097
C -3.15360 0.90391 2.14311 -2.06 1.32 -2.35 -0.081
C -0.51657 0.10630 2.18733 -1.83 -1.61 -0.72 -0.119
C -2.79853 -0.18660 1.33652 1.91 0.75 0.94 -0.077
C -1.44729 -0.56315 1.33552 1.12 0.25 0.56 -0.268
C 1.54946 1.71831 -4.33551 1.32 -2.14 1.75 0.036
C 1.92725 0.90905 -3.31845 2.13 1.29 -3.80 -0.191
C 2.16407 0.28227 -0.75385 -0.43 -1.96 1.69 -0.158
C 1.42377 0.69197 -2.03551 -2.97 0.71 2.88 -0.314
C 1.46832 -0.72166 -1.57823 -1.41 2.87 1.25 -0.090
N 0.18267 -3.00065 1.16663 1.74 1.90 1.29 -0.573
O -1.96789 -2.75224 -0.14482 -1.36 -1.13 -0.90 -0.366
P -0.81017 -1.96069 0.25974 0.05 1.59 0.99 0.674
I 2.26309 -2.63123 1.57085 -1.64 -0.26 -0.37 0.734
H -2.60809 2.10878 3.69394 -0.79 2.32 1.79 0.072
H -0.40134 1.30371 4.01847 -0.10 -0.39 -1.08 0.129
H -4.15028 1.48824 1.87362 1.90 -1.65 1.13 0.150
H 0.47460 -0.20025 2.24269 1.68 -0.63 -0.13 0.023
H -3.48770 -0.72140 0.76390 -1.00 -0.61 -0.94 0.082
H 2.19782 1.67068 -5.16760 0.23 0.14 -1.06 0.036
H 0.66700 2.24531 -4.40476 -1.66 1.39 0.16 0.028
H 2.80848 0.31561 -3.64570 -0.36 0.27 0.85 0.121
H 3.16237 -0.08319 -0.51213 0.35 1.05 -0.52 0.082
H 1.59688 0.52575 0.18126 0.56 0.31 -0.94 0.083
H 0.56987 1.40926 -1.65431 1.37 -1.65 -1.12 0.184
H 1.99750 -1.37041 -2.15512 1.16 -2.14 -1.46 0.055
H 0.11413 -3.90821 0.79980 -0.07 -1.59 -0.60 -0.044

25
Properties=species:S:1:pos:R:3:forces:R:3:lowdin_charge:R:1 method="wB97M-V/def2-TZVPD" gap_ev="7.3 / 6.9" relative_energy_kj_mol=533.3 homo_energy_ha="-0.277 / -0.290"
C -3.18472 1.61760 -0.05082 -0.25 2.34 0.36 -0.123
C -1.91463 2.11262 -0.22271 2.00 0.09 2.28 -0.025
C -3.39305 0.29273 0.16297 1.08 -2.51 -1.60 -0.056
C 1.40579 -0.06086 -0.49666 1.11 -1.31 1.23 -0.051
C -1.10982 -0.00305 0.45870 1.17 -0.23 -0.91 0.160
C -2.27294 -0.61042 0.05496 -0.52 2.59 1.57 -0.306
C -0.75760 1.35527 0.24169 -3.63 -0.43 -2.06 -0.308
C 1.51440 1.24856 -0.02217 -0.12 -0.79 0.40 -0.310
C -2.46271 -2.02052 -0.22223 -2.15 -1.61 2.30 -0.060
C 2.37635 -1.20924 -0.32106 0.99 0.71 0.28 -0.090
C 2.75818 2.02342 0.43000 -0.68 -0.49 -0.72 -0.018
N 0.40650 1.95242 0.16624 1.27 1.13 0.38 0.107
H -3.90474 2.44604 0.06688 -0.34 -1.03 -0.63 0.118
H -1.68606 3.16039 -0.38903 -0.34 -0.08 -0.25 0.105
H -4.29004 -0.27331 0.02029 -1.04 0.47 0.54 0.104
H 0.52540 -0.50588 -0.89049 -1.13 0.81 -0.70 0.070
H -2.94048 -2.24204 -1.13069 -0.23 0.14 -1.70 0.067
H -3.21007 -2.55234 0.48346 1.17 1.04 -0.51 0.124
H -1.56531 -2.54051 -0.12792 1.53 -1.03 -0.06 0.054
H 2.27301 -2.00030 -1.08969 0.33 0.78 0.02 0.076
H 2.17374 -1.76101 0.60926 -0.02 0.39 0.02 0.080
H 3.40580 -0.78031 -0.22632 -0.57 -0.83 -0.28 0.078
H 3.02307 2.72812 -0.34811 0.18 0.15 -0.21 0.078
H 3.61638 1.43519 0.68507 0.41 -0.57 -0.10 0.058
H 2.48928 2.59458 1.29947 -0.20 0.23 0.33 0.069

25
Properties=species:S:1:pos:R:3:forces:R:3:lowdin_charge:R:1 method="wB97M-V/def2-TZVPD" gap_ev=9.4 smiles=c1ccc2c(c1)[C@@H]1CC[C@H]2NC1 relative_energy_kj_mol=262.6 homo_energy_ha=-0.313
C -1.75839 -0.20964 -0.84497 -3.34 1.31 1.33 -0.148
C -1.98782 -0.37388 0.71130 0.21 1.72 -1.36 -0.133
C -0.57472 -0.64892 1.30679 -1.79 -0.84 0.53 -0.268
C -0.07856 -2.05964 -0.68946 -0.63 -3.48 0.49 -0.182
C -0.39851 -0.74158 -1.21783 -0.89 1.92 -2.46 -0.342
C 0.37402 0.36190 -0.67072 4.11 1.32 3.28 -0.125
C 1.19898 1.36225 -1.21824 -4.85 -4.20 -4.48 -0.084
C 1.96367 2.17605 -0.58899 4.39 3.67 2.11 -0.154
C 2.06905 2.08770 0.77693 1.94 0.59 3.64 -0.086
C 1.22543 1.21651 1.49963 0.51 -0.60 0.36 -0.043
C 0.45573 0.33476 0.78723 -2.42 -0.55 -2.46 -0.139
H -2.66874 -0.61712 -1.43657 1.58 0.58 0.82 0.141
H -1.69371 0.93045 -0.93837 -0.50 -1.62 -0.70 0.137
H -2.64257 -1.19195 0.84562 -0.29 -1.29 0.52 0.082
H -2.58039 0.50049 1.14318 1.24 -0.78 -0.47 0.129
H -0.82316 -0.63727 2.40815 1.29 -0.35 -0.84 0.150
H 0.66645 -2.21568 1.37871 -1.79 -0.32 -2.18 0.143
H 0.89867 -2.54153 -0.86682 -0.11 0.93 -0.49 0.118
H -0.80316 -2.77627 -1.35282 1.08 1.07 2.25 0.157
H -0.51077 -0.78937 -2.30025 1.00 0.17 -0.31 0.148
H 1.16942 1.54647 -2.28044 -0.14 -0.54 -0.54 0.116
H 2.62261 2.79548 -1.25625 -0.59 -0.26 1.32 0.134
H 2.93454 2.57233 1.40747 -1.95 -0.47 -1.56 0.136
H 1.18549 0.98127 2.59814 0.59 1.06 -1.01 0.127
N -0.24357 -2.06282 0.79859 1.35 0.98 2.19 -0.014